[1]
Molecular formula: C4H8N2S
Method: DFT, ωB97M-V with the def2-TZVPD basis set

Cartesian coordinates (Å):
S1 -2.70 0.03 0.10
N1 2.25 -0.82 -0.13
N2 0.89 -1.01 -0.12
C1 0.01 -0.02 -0.14
C2 -1.28 -0.63 0.01
C3 2.74 0.45 0.32
C4 0.22 1.46 -0.26
H1 0.40 1.77 0.84
H2 1.10 1.99 -0.94
H3 -1.32 -1.78 0.05
H4 3.13 1.26 -0.63
H5 -0.71 1.91 -0.51
H6 2.66 -1.67 -0.26
H7 1.94 1.15 1.21
H8 3.77 0.22 0.84

Values from the calculation:
Energy = -664.7354 hartree
Relative energy (zero: lowest compared OMol25 entry of this formula, charge and spin) = 518.31 kJ/mol
LUMO level = -0.2 eV
Kohn-Sham gap = 8.1 eV
HOMO = -8.3 eV

---

[2]
Molecular formula: C9H13N3
Method: DFT, ωB97M-V with the def2-TZVPD basis set

Cartesian coordinates (Å):
N1 1.75 -0.40 0.28
N2 2.22 0.34 1.29
N3 -2.17 -0.95 -2.36
C1 -1.30 -0.13 -1.89
C2 -0.02 0.93 -0.10
C3 -1.76 -0.64 0.45
C4 -1.08 0.08 -0.53
C5 1.18 0.77 2.12
C6 2.51 -0.34 -0.89
C7 0.10 1.55 1.26
C8 -2.86 -1.70 -1.46
C9 -2.70 -1.61 -0.10
H1 3.15 0.43 -0.93
H2 -0.84 1.62 1.76
H3 -3.58 -2.28 -2.02
H4 3.08 -1.28 -0.90
H5 0.35 2.65 1.06
H6 -3.43 -2.10 0.47
H7 1.73 1.27 2.99
H8 -0.61 0.37 -2.59
H9 0.62 1.35 -0.81
H10 1.94 -0.47 -1.91
H11 0.65 -0.10 2.51
H12 2.68 1.21 0.78
H13 -1.62 -0.58 1.52

Values from the calculation:
Energy = -514.8474 hartree
Relative energy (zero: lowest compared OMol25 entry of this formula, charge and spin) = 337.65 kJ/mol
LUMO level (spin up / spin down) = 0.1 / 0.4 eV
Kohn-Sham gap (spin up / spin down) = 7.5 / 7.4 eV
HOMO (spin up / spin down) = -7.4 / -7.1 eV

---

[3]
Molecular formula: CH2Cl3P
Method: DFT, ωB97M-V with the def2-TZVPD basis set

Cartesian coordinates (Å):
Cl1 1.81 0.77 -1.13
Cl2 1.99 -1.29 0.92
Cl3 1.26 1.40 1.72
P1 -1.95 -0.54 -0.13
C1 1.32 0.25 0.44
H1 -1.16 -0.53 -1.26
H2 -3.27 -0.06 -0.56

Values from the calculation:
Energy = -1761.0950 hartree
Relative energy (zero: lowest compared OMol25 entry of this formula, charge and spin) = 359.84 kJ/mol
LUMO level (spin up / spin down) = -1.3 / -1.1 eV
Kohn-Sham gap (spin up / spin down) = 7.6 / 8.0 eV
HOMO (spin up / spin down) = -8.9 / -9.0 eV

---

[4]
Molecular formula: C3H6N2O2
Method: DFT, ωB97M-V with the def2-TZVPD basis set

Cartesian coordinates (Å):
O1 1.93 -0.25 -0.90
O2 -1.99 -1.18 -0.36
N1 -0.45 0.50 0.40
N2 0.44 -0.47 0.90
C1 -1.56 -0.02 -0.22
C2 -0.05 1.79 0.02
C3 1.66 -0.67 0.17
H1 -0.14 1.92 -1.10
H2 1.00 2.01 0.29
H3 -2.19 0.87 -0.50
H4 -0.66 2.56 0.56
H5 -0.04 -1.36 1.12
H6 2.30 -1.37 0.76

Values from the calculation:
Energy = -377.8580 hartree
Relative energy (zero: lowest compared OMol25 entry of this formula, charge and spin) = 266.17 kJ/mol
LUMO level = 0.9 eV
Kohn-Sham gap = 10.2 eV
HOMO = -9.4 eV
SMILES = CN(C=O)NC=O

---

[5]
Molecular formula: C2H6OPr
Method: DFT, ωB97M-V with the def2-TZVPD basis set

Cartesian coordinates (Å):
Pr1 2.33 0.82 0.05
O1 -0.16 0.36 0.02
C1 -1.57 0.35 0.01
C2 0.53 -0.93 0.01
H1 -1.94 -0.16 -0.89
H2 0.22 -1.49 -0.89
H3 4.26 1.35 -0.11
H4 0.20 -1.51 0.90
H5 -1.95 -0.18 0.90
H6 -1.92 1.39 0.02

Values from the calculation:
2S+1 = 3
Energy = -671.6434 hartree
LUMO level (spin up / spin down) = -5.5 / -5.3 eV
<S²> = 2.026
Net charge = +1
Kohn-Sham gap (spin up / spin down) = 7.7 / 7.8 eV
HOMO (spin up / spin down) = -13.1 / -13.1 eV

---

[6]
Molecular formula: C4H10BrClO5P2Pb
Method: DFT, ωB97M-V with the def2-TZVPD basis set

Cartesian coordinates (Å):
Pb1 3.33 0.24 -4.52
Br1 -3.63 -1.59 0.30
Cl1 1.08 -2.54 -1.24
P1 1.23 1.18 0.04
P2 0.78 -0.67 -2.10
O1 2.03 2.46 0.21
O2 -0.37 1.66 -0.06
O3 1.48 -0.83 -3.73
O4 1.51 0.24 1.37
O5 1.80 0.51 -1.45
C1 -1.30 0.58 0.26
C2 -3.18 -0.28 1.72
C3 2.69 -0.60 1.27
C4 -2.52 1.04 1.14
H1 -2.51 -0.80 2.44
H2 -3.31 1.57 0.56
H3 -1.69 0.18 -0.71
H4 0.77 -1.13 -4.33
H5 -4.16 0.02 2.18
H6 -2.20 1.67 2.02
H7 -0.84 -0.30 0.79
H8 3.62 -0.10 1.63
H9 2.88 -1.04 0.26
H10 2.50 -1.47 1.96

Values from the calculation:
Energy = -4443.7546 hartree
LUMO level = -11.7 eV
Net charge = +2
Kohn-Sham gap = 2.9 eV
HOMO = -14.6 eV